Entry 1:
61
Properties=species:S:1:pos:R:3:nbo_charge:R:1 method="wB97M-V/def2-TZVPD" gap_ev=8.0 lumo_energy_ev=-0.67
C -4.615 4.678 1.429 -0.06
C -2.467 2.332 2.917 -0.40
C 1.301 -2.816 2.451 0.03
H -1.840 2.676 3.732 0.19
C -2.484 3.337 1.764 -0.40
C 4.778 -1.089 -1.581 -0.84
H 1.438 -3.569 0.500 0.24
H 4.578 -2.007 -4.273 0.23
H -0.652 -0.615 2.582 0.21
O 2.020 -4.235 -4.784 -0.99
H 0.071 2.091 3.413 0.24
H -2.683 5.450 1.666 0.20
H -6.312 5.132 -0.661 0.16
C 0.326 -3.409 -6.645 -0.83
C -3.251 4.622 2.081 -0.42
H 3.370 -0.720 -3.972 0.22
H -4.974 4.945 -1.794 0.19
O 4.245 -1.031 1.948 -0.53
C 1.713 -2.669 1.028 -0.68
C -0.044 -5.760 -5.432 -0.83
O 3.723 1.014 2.798 -0.50
C -2.082 0.938 2.393 -0.39
C 2.498 1.661 2.805 0.76
Cl 0.536 -4.311 2.877 0.02
H -1.091 -5.699 -5.727 0.23
H -5.013 5.685 1.517 0.17
H -0.733 -3.422 -6.901 0.23
H -1.746 0.996 1.363 0.20
O -4.534 4.329 0.065 -0.55
H 2.777 -2.551 0.927 0.26
H 1.203 -1.858 0.537 0.26
H -2.980 2.824 0.948 0.21
H -3.308 4.776 3.153 0.20
H 0.051 -6.389 -4.550 0.24
O 2.324 2.820 2.548 -0.50
H -5.286 3.993 1.953 0.16
H -1.479 -0.306 4.058 0.21
H -2.977 0.329 2.409 0.21
C -1.023 0.185 3.211 -0.39
H 0.902 -3.978 -7.375 0.23
H 4.477 -0.072 -1.836 0.23
C 1.461 -1.872 3.369 -0.12
C 1.502 0.599 3.189 0.01
C 2.065 -0.592 3.047 -0.15
H 4.871 -1.183 -0.501 0.25
H 0.557 -6.171 -6.244 0.23
H 0.681 -2.381 -6.617 0.24
O 2.218 -1.769 -1.611 -1.01
C -5.232 5.211 -0.781 -0.24
Cl 0.929 -2.078 5.007 0.02
S 3.526 -2.249 -2.144 1.26
H -4.921 6.238 -0.592 0.16
C 0.169 1.044 3.669 -0.47
H 0.209 1.009 4.755 0.25
H 5.731 -1.333 -2.052 0.23
C 3.589 -1.785 -3.872 -0.85
H -1.480 3.525 1.403 0.20
H -3.483 2.303 3.302 0.20
H 2.838 -2.382 -4.395 0.27
S 0.551 -4.119 -5.009 1.26
C 3.459 -0.322 2.536 0.80

***

Entry 2:
51
Properties=species:S:1:pos:R:3:nbo_charge:R:1 method="wB97M-V/def2-TZVPD" charge=+2 gap_ev=7.0 lumo_energy_ev=-7.35
O 2.944 2.207 1.028 -0.66
C 0.580 -4.185 0.040 -0.34
S -3.357 -0.553 -3.519 0.56
C 1.511 0.200 -4.332 -0.34
C 0.789 -1.101 3.603 -0.22
H 2.713 -1.232 6.122 0.52
O 0.651 3.006 -0.745 -0.87
C -2.555 -1.218 -2.129 -0.31
C 0.709 -0.445 2.410 0.12
S 1.170 -1.299 -3.636 0.57
H -1.079 -5.565 0.164 0.26
O -0.128 0.331 0.371 -0.68
O -1.496 3.978 0.041 -0.83
O 1.950 -1.474 5.577 -0.58
H 2.387 0.315 -4.951 0.27
C 0.712 5.331 0.505 -0.89
O 2.163 0.612 -1.024 -0.50
O 4.413 2.393 2.738 -0.42
C 3.482 1.865 2.246 0.76
C -3.472 -1.463 -1.107 -0.13
H 1.351 -4.691 0.602 0.26
C -1.164 -1.500 -2.133 0.18
H 1.765 5.139 0.699 0.27
H -2.425 -3.899 -1.343 0.25
C 0.580 1.163 -4.020 -0.27
O -1.379 -1.186 1.478 -0.48
C 2.838 0.148 4.043 -0.25
H 3.673 0.434 4.670 0.28
C -0.694 -4.623 -0.197 -0.25
C -4.775 -1.109 -1.457 -0.26
C 2.661 0.749 2.827 0.15
C -0.454 0.653 -3.228 -0.16
H 0.251 5.874 1.330 0.29
H -1.279 1.241 -2.851 0.25
S -0.139 3.810 0.385 2.37
C -0.692 -2.598 -1.349 -0.30
H 0.561 5.866 -0.431 0.29
N 1.644 0.431 2.024 -0.51
H 0.026 -1.803 3.913 0.29
H -3.173 -1.824 -0.135 0.26
C -0.281 -0.692 -2.914 -0.32
C -0.404 -0.519 1.403 0.78
H -5.742 -0.303 -3.266 0.27
H -5.630 -1.201 -0.805 0.26
C -4.852 -0.622 -2.744 -0.33
H 0.639 2.182 -4.369 0.25
O 0.209 2.944 1.533 -0.96
W 1.403 1.471 0.194 2.33
S 0.926 -2.704 -0.717 0.48
C -1.421 -3.719 -0.987 -0.12
C 1.891 -0.817 4.438 0.43

***

Entry 3:
29
Properties=species:S:1:pos:R:3:nbo_charge:R:1 method="wB97M-V/def2-TZVPD" charge=-1 e_above_lowest_kcal_mol=92.26 gap_ev=10.1 lumo_energy_ev=3.18
O -2.556 2.720 -0.506 -0.97
H 0.905 -3.373 -1.855 0.49
H -1.472 1.350 1.569 0.49
O -0.662 1.497 0.911 -1.11
H -0.131 1.602 -1.432 0.47
H 0.141 -2.108 -2.188 0.47
O 0.306 0.790 -1.518 -1.03
H 2.409 -2.454 0.385 0.48
H 0.454 -0.642 2.850 0.49
H 2.379 0.691 -1.962 0.48
O 1.561 -2.528 -0.024 -1.00
H -2.623 -1.115 2.691 0.45
O 2.786 -0.114 -1.538 -0.96
H -1.473 -1.174 0.340 0.42
O -0.701 -1.057 0.518 -1.13
H 0.909 -1.915 0.177 0.51
H 1.539 -0.878 2.036 0.46
H -0.090 0.071 -0.851 0.51
O 1.443 -0.833 2.963 -0.95
H 0.354 2.592 -0.140 0.51
H 1.903 -0.601 -1.612 0.47
H -1.481 -0.979 1.795 0.47
O -1.894 -0.625 2.579 -0.99
O 0.246 3.410 -0.644 -0.96
H -2.320 2.302 -1.259 0.47
H -2.024 2.812 0.208 0.50
H 0.422 3.194 -1.616 0.45
O 0.199 -3.034 -2.446 -0.96
H -0.527 0.400 0.569 0.49

***

Entry 4:
10
Properties=species:S:1:pos:R:3:nbo_charge:R:1 method="wB97M-V/def2-TZVPD" smiles=C[C@H](P)Br e_above_lowest_kcal_mol=39.95 gap_ev=10.4 lumo_energy_ev=0.93
H -0.055 -1.879 0.348 0.22
H -0.576 -0.927 -1.127 0.22
C -0.433 -0.897 -0.050 -0.67
P 0.181 1.717 -0.344 0.33
C 0.671 0.058 0.300 -0.55
H -1.409 -1.010 0.444 0.24
H -0.700 1.825 0.742 -0.03
H -0.801 1.362 -1.296 -0.03
H 0.738 0.199 1.407 0.24
Br 2.384 -0.448 -0.426 0.02

***

Entry 5:
55
Properties=species:S:1:pos:R:3:nbo_charge:R:1 method="wB97M-V/def2-TZVPD" smiles="[H]/N=C(/C)CPOC#N.ClCCCl.ClCCCl.ClCCCl.ClCCCl.ClCCCl" gap_ev=9.3 lumo_energy_ev=-0.03
P 1.054 -0.551 -6.402 0.82
C 3.084 -1.978 -6.073 0.51
Cl -1.109 7.195 5.223 -0.06
Cl -1.286 0.368 -0.378 -0.07
Cl 2.080 0.212 0.175 -0.06
H -1.693 -0.025 9.623 0.23
C 5.880 -5.505 -7.176 -0.39
N 4.247 -1.729 -5.868 -0.37
H -1.333 -0.061 -6.892 0.26
H 5.863 -5.153 -8.209 0.22
H -2.226 6.927 3.162 0.22
Cl 3.496 -6.755 -7.697 -0.06
C -1.533 -0.163 -3.330 -0.70
H 6.403 -4.761 -6.572 0.23
Cl -0.848 -0.169 4.167 -0.07
C 1.068 1.678 0.128 -0.39
H -0.738 -0.913 -2.998 0.23
Cl -0.082 -2.385 9.110 -0.06
H 0.453 -0.719 7.525 0.23
H -3.013 -0.097 5.106 0.23
H 3.962 -4.755 -6.567 0.22
C -1.067 0.445 -4.732 0.33
C -1.902 4.920 3.919 -0.39
H 1.034 2.032 -0.904 0.22
H -4.329 -0.565 2.979 0.23
H -2.644 -1.661 4.366 0.23
C -1.252 0.045 8.627 -0.38
Cl -0.381 4.690 3.020 -0.07
H 4.495 -6.164 -5.642 0.22
Cl -2.444 -0.563 7.451 -0.07
H 1.577 2.433 0.731 0.23
N -0.921 1.750 -4.928 -0.64
H -1.586 0.691 -2.564 0.26
H -0.286 0.979 1.673 0.24
H -0.863 2.376 0.757 0.23
Cl -3.426 1.589 2.778 -0.08
H -2.688 4.431 3.339 0.23
H -2.563 -0.679 -3.441 0.23
C -3.308 -0.180 2.957 -0.39
H -1.237 -1.556 -5.712 0.26
C 0.064 -0.701 8.545 -0.39
H -3.236 6.482 4.544 0.22
C -0.797 -0.534 -6.002 -0.82
C 4.479 -5.714 -6.636 -0.39
O 1.705 -2.164 -6.389 -0.71
H -2.814 -0.578 2.068 0.23
C -2.581 -0.580 4.226 -0.39
H 0.805 -0.217 9.184 0.23
H 1.693 0.123 -5.296 -0.02
H -1.812 4.400 4.874 0.23
C -0.321 1.431 0.680 -0.39
H -1.094 1.101 8.400 0.23
Cl 6.853 -6.996 -7.116 -0.06
C -2.239 6.385 4.109 -0.39
H -0.645 1.887 -5.923 0.32

***

Entry 6:
18
Properties=species:S:1:pos:R:3:nbo_charge:R:1 method="wB97M-V/def2-TZVPD" charge=-1 e_above_lowest_kcal_mol=38.08 gap_ev=6.9 lumo_energy_ev=3.36
O 1.003 2.482 -2.602 -0.84
C -1.717 0.062 2.654 -0.61
H -0.950 -0.032 3.321 0.20
C -0.197 -1.152 1.233 -0.61
H -1.949 1.122 2.312 0.21
C 2.381 0.605 -2.642 -0.74
C 1.237 1.419 -3.275 0.76
H 0.081 -1.389 2.314 0.18
H -2.105 0.003 0.543 0.22
H 3.373 1.126 -2.638 0.20
H 2.359 -0.411 -2.968 0.18
C -1.695 -0.681 1.335 -0.40
H 2.109 0.462 -1.508 0.18
H -2.543 -0.356 3.306 0.19
H 0.464 -0.438 0.726 0.24
H -2.380 -1.619 1.435 0.18
O 0.708 0.923 -4.212 -0.74
H -0.179 -2.125 0.668 0.20

***

Calculated HOMO (eV), listed in the same order as above: -8.7; -14.4; -6.9; -9.4; -9.3; -3.6